--- 1 ---
The following is a quantum chemistry calculation of 2 unconnected molecules or ions with the total composition C3H10N2S, from the Open Molecules 2025 dataset.

```
! RIJCOSX wB97M-V def2-TZVPD def2/J DEFGRID3
* xyz 0 1
C 0.411 1.087 -1.208
N -2.228 0.579 -0.860
C -1.397 0.888 0.193
N -0.158 1.137 0.138
H 0.132 0.134 -1.676
H 1.493 1.154 -1.184
H 0.018 1.885 -1.847
H -3.210 0.550 -0.676
H -1.968 0.943 -1.762
H -1.878 0.816 1.164
C 1.402 -2.014 1.201
S 2.188 -0.598 2.037
H 0.829 -1.642 0.356
H 2.197 -2.657 0.828
H 0.749 -2.589 1.851
H 1.422 0.328 1.445
*
```

The calculation puts the HOMO-LUMO gap at 9.25 eV. The structure (SMILES) is C/N=C\N.CS. The HOMO energy comes out at -8.460 eV. As for the lowest unoccupied orbital energy: 0.8 eV.

---

--- 2 ---
The following is a quantum chemistry calculation of 2 unconnected molecules or ions with the total composition C3H10N2S, from the Open Molecules 2025 dataset.

```
! RIJCOSX wB97M-V def2-TZVPD def2/J DEFGRID3
* xyz 0 1
C -1.534 1.171 -0.671
C -0.159 -1.517 -0.305
C -0.762 0.643 0.500
N 3.239 0.033 0.912
N -0.819 -0.693 0.680
S 3.900 -0.522 -0.366
H -2.651 0.996 -0.721
H -1.364 2.204 -0.712
H -0.964 0.811 -1.606
H -0.779 -1.588 -1.093
H 0.843 -1.199 -0.556
H -0.190 -2.501 0.104
H 0.401 0.920 0.184
H -1.005 1.299 1.327
H -0.691 -0.966 1.560
H 2.534 0.908 0.761
*
```

The calculation puts the HOMO-LUMO gap (spin up / spin down) at 7.33 / 7.33 eV. The structure (SMILES) is CCNC.N=S. The HOMO energy (spin up / spin down) comes out at -8.524 / -8.522 eV. As for the lowest unoccupied orbital energy (spin up / spin down): -1.2 / -1.2 eV.

---

Which of them is most stable? Easy: 1.